# 1
Formula: CH3B3Cl2CsO3
Source: the Open Molecules 2025 dataset
Level of theory: ωB97M-V with the def2-TZVPD basis set

The geometry in XYZ format:
```
13
Properties=species:S:1:pos:R:3:lowdin_charge:R:1
C 2.128 -0.038 0.197 0.079
B 0.715 0.052 0.825 -0.515
O 0.034 -1.044 1.341 0.294
B -1.044 -1.228 0.545 -1.032
Cl -1.304 -2.722 -0.311 0.849
O -1.908 -0.140 0.380 0.212
B -1.160 0.979 0.130 -1.017
Cl -1.543 2.158 -1.189 0.452
O -0.055 1.239 0.831 0.288
H 2.312 -1.076 -0.052 0.087
H 2.900 0.357 0.845 0.092
H 2.103 0.511 -0.741 0.087
Cs -3.180 0.952 -2.800 1.122
```

Output
LUMO (eV): -3.5862
Total charge: +1


# 2
Formula: CH3BBr2
Source: the Open Molecules 2025 dataset
Level of theory: ωB97M-V with the def2-TZVPD basis set

The geometry in XYZ format:
```
7
Properties=species:S:1:pos:R:3:lowdin_charge:R:1
B 0.475 -0.328 -0.085 -0.415
C -0.652 -0.414 0.981 -1.095
Br -1.639 -1.276 -0.565 0.719
Br -0.386 -1.624 2.381 0.685
H 1.045 -1.242 -0.377 -0.007
H 0.470 0.569 -0.746 -0.001
H -1.279 0.610 1.234 0.114
```

Output
LUMO (eV): 0.0730
Energy relative to the best compared isomer or geometry (same formula, charge and spin) (kcal/mol): 36.9


# 3
Formula: CH3BBr2O2
Source: the Open Molecules 2025 dataset
Level of theory: ωB97M-V with the def2-TZVPD basis set

The geometry in XYZ format:
```
9
Properties=species:S:1:pos:R:3:lowdin_charge:R:1
B -0.219 -0.132 -0.417 -1.034
C -0.315 0.790 -1.696 -0.979
O 0.108 0.489 0.716 0.186
O -0.333 -1.437 -0.579 0.172
Br 0.873 0.309 -3.156 0.633
Br -2.207 0.608 -2.372 0.586
H -0.083 2.074 -1.319 0.169
H 0.233 -0.291 1.308 0.133
H -0.245 -2.022 0.198 0.135
```

Output
LUMO (eV): -0.0574
Energy relative to the best compared isomer or geometry (same formula, charge and spin) (kcal/mol): 20.3


# 4
Formula: CH3BBr2O2
Source: the Open Molecules 2025 dataset
Level of theory: ωB97M-V with the def2-TZVPD basis set

The geometry in XYZ format:
```
9
Properties=species:S:1:pos:R:3:lowdin_charge:R:1
B 0.614 0.713 -0.304 -0.498
C -0.866 -1.197 0.959 -0.956
O 1.118 1.217 -1.394 0.237
O 0.151 -0.616 -0.128 -0.121
Br -2.572 -0.395 0.551 0.536
Br -0.158 -0.631 2.816 0.422
H 0.414 1.336 0.621 0.087
H 1.092 0.859 -2.264 0.111
H 0.209 -1.286 -0.856 0.182
```

Output
LUMO (eV): -0.3807
Energy relative to the best compared isomer or geometry (same formula, charge and spin) (kcal/mol): 100.3


# 5
Formula: CH3Br2N
Source: the Open Molecules 2025 dataset
Level of theory: ωB97M-V with the def2-TZVPD basis set

The geometry in XYZ format:
```
7
Properties=species:S:1:pos:R:3:lowdin_charge:R:1
C 0.872 -0.724 0.534 0.040
N -1.387 0.699 -0.039 -1.038
Br -0.725 2.330 -0.150 0.557
Br -1.641 0.005 -1.743 0.496
H 0.250 -1.510 0.196 -0.042
H 1.249 -0.118 -0.301 -0.019
H 1.382 -0.683 1.503 0.007
```

Output
LUMO (alpha / beta) (eV): -0.3616 / -1.3767
Energy relative to the best compared isomer or geometry (same formula, charge and spin) (kcal/mol): 86.5


# 6
Formula: CH3Br2P
Source: the Open Molecules 2025 dataset
Level of theory: ωB97M-V with the def2-TZVPD basis set

The geometry in XYZ format:
```
7
Properties=species:S:1:pos:R:3:lowdin_charge:R:1
C 0.483 0.368 0.316 -1.100
P -0.609 -1.077 0.117 0.307
Br 2.322 -0.041 -0.026 0.543
Br -2.509 0.026 0.127 0.190
H 0.561 0.597 1.338 -0.059
H -0.068 1.512 -0.579 0.178
H -0.181 -1.385 -1.293 -0.059
```

Output
LUMO (eV): 0.0849
Energy relative to the best compared isomer or geometry (same formula, charge and spin) (kcal/mol): 71.8


# 7
Formula: CH3Br2PS
Source: the Open Molecules 2025 dataset
Level of theory: ωB97M-V with the def2-TZVPD basis set

The geometry in XYZ format:
```
8
Properties=species:S:1:pos:R:3:lowdin_charge:R:1
C -0.363 -0.921 0.772 -1.636
P 0.497 1.559 -0.647 0.538
S 0.277 -0.577 -0.902 0.325
Br 0.317 -2.652 1.275 0.574
Br -2.290 -0.860 0.794 0.547
H -0.117 -0.027 1.435 -0.012
H 1.791 1.460 -0.858 -0.213
H -0.113 2.019 -1.869 -0.123
```

Output
LUMO (eV): 0.4368
Energy relative to the best compared isomer or geometry (same formula, charge and spin) (kcal/mol): 62.2


# 8
Formula: CH3Br2PS
Source: the Open Molecules 2025 dataset
Level of theory: ωB97M-V with the def2-TZVPD basis set

The geometry in XYZ format:
```
8
Properties=species:S:1:pos:R:3:lowdin_charge:R:1
C 1.445 0.178 0.088 -0.490
P -1.489 0.112 -0.779 -0.093
S -0.185 0.725 0.691 0.352
Br -2.019 -2.261 -0.030 -0.079
Br -3.281 1.146 -0.031 0.169
H 2.223 0.956 0.581 0.086
H 1.495 -0.044 -0.972 0.016
H 1.813 -0.813 0.452 0.038
```

Output
SMILES: CSP(Br)Br
LUMO (eV): -0.8155
Energy relative to the best compared isomer or geometry (same formula, charge and spin) (kcal/mol): 23.1


# 9
Formula: CH3Br3OSi
Source: the Open Molecules 2025 dataset
Level of theory: ωB97M-V with the def2-TZVPD basis set

The geometry in XYZ format:
```
9
Properties=species:S:1:pos:R:3:lowdin_charge:R:1
C -1.393 -0.219 0.024 -0.180
O -0.433 0.787 0.112 -0.434
Si 1.202 0.802 0.047 -0.226
Br 1.657 -3.303 0.614 -0.116
Br 1.923 1.028 -2.071 0.288
Br 1.987 2.431 1.285 0.355
H -2.211 0.212 -0.694 0.120
H -1.749 -0.459 1.057 0.089
H -0.983 -1.278 -0.374 0.103
```

Output
LUMO (alpha / beta) (eV): -2.0912 / -3.5778
Energy relative to the best compared isomer or geometry (same formula, charge and spin) (kcal/mol): 92.9


# 10
Formula: CH3BrClNO2S
Source: the Open Molecules 2025 dataset
Level of theory: ωB97M-V with the def2-TZVPD basis set

The geometry in XYZ format:
```
10
Properties=species:S:1:pos:R:3:lowdin_charge:R:1
C -1.810 -0.809 -0.592 -1.223
N 1.174 1.914 1.198 -0.141
O -0.704 2.070 -0.384 -0.383
O -1.325 2.001 2.047 -0.353
S -0.425 1.579 0.964 0.676
Cl -3.307 -0.358 -0.007 0.598
Br -1.255 -2.565 -0.626 0.650
H -1.040 0.017 -0.795 -0.024
H 1.796 1.411 0.578 0.063
H 1.476 1.984 2.259 0.138
```

Output
LUMO (alpha / beta) (eV): -2.0891 / -0.1975
Energy relative to the best compared isomer or geometry (same formula, charge and spin) (kcal/mol): 73.0


# 11
Formula: CH3BrClP
Source: the Open Molecules 2025 dataset
Level of theory: ωB97M-V with the def2-TZVPD basis set

The geometry in XYZ format:
```
7
Properties=species:S:1:pos:R:3:lowdin_charge:R:1
C 0.451 -0.593 0.823 -0.149
P -0.855 1.153 -0.389 0.000
Cl 0.752 1.928 -1.334 0.054
Br -1.744 -0.424 -1.605 0.142
H 1.205 -0.028 1.250 -0.052
H 0.684 -1.018 -0.154 -0.046
H -0.493 -1.017 1.409 0.050
```

Output
LUMO (eV): -0.0687
Energy relative to the best compared isomer or geometry (same formula, charge and spin) (kcal/mol): 40.3


# 12
Formula: CH3BrClPS
Source: the Open Molecules 2025 dataset
Level of theory: ωB97M-V with the def2-TZVPD basis set

The geometry in XYZ format:
```
8
Properties=species:S:1:pos:R:3:lowdin_charge:R:1
C 1.224 1.165 0.130 -0.316
P -0.231 0.880 -0.621 -0.038
S -0.798 -0.005 -2.287 0.113
Cl -0.086 -3.307 0.729 0.229
Br -1.878 1.736 0.644 0.270
H 0.959 1.591 1.122 0.001
H -1.342 -3.025 0.510 -0.227
H 2.151 0.964 -0.227 -0.033
```

Output
SMILES: C=P(=S)Br.Cl
LUMO (eV): -0.5689
Energy relative to the best compared isomer or geometry (same formula, charge and spin) (kcal/mol): 42.5


# 13
Formula: CH3BrNO2S
Source: the Open Molecules 2025 dataset
Level of theory: ωB97M-V with the def2-TZVPD basis set

The geometry in XYZ format:
```
9
Properties=species:S:1:pos:R:3:lowdin_charge:R:1
C 0.825 -0.895 -1.484 -0.563
N -0.757 -0.064 0.481 -0.332
O 0.414 1.837 1.659 -0.494
O -1.739 2.238 0.529 -0.496
S -0.880 1.291 1.277 0.493
Br 1.186 -2.723 -1.259 0.487
H 1.229 -0.359 -0.633 -0.058
H -0.322 -0.701 -1.377 -0.003
H 0.044 -0.626 0.806 -0.034
```

Output
LUMO (alpha / beta) (eV): 3.1172 / 2.6782
Total charge: -1
Energy relative to the best compared isomer or geometry (same formula, charge and spin) (kcal/mol): 84.1


# 14
Formula: CH3BrO
Source: the Open Molecules 2025 dataset
Level of theory: ωB97M-V with the def2-TZVPD basis set

The geometry in XYZ format:
```
6
Properties=species:S:1:pos:R:3:lowdin_charge:R:1
C -0.096 0.003 0.401 -0.603
O 0.528 -0.754 -0.826 -0.142
Br -0.063 1.913 0.274 0.633
H -1.113 -0.575 0.582 0.119
H 0.655 -0.085 1.138 0.005
H 0.089 -0.502 -1.569 -0.012
```

Output
SMILES: OCBr
LUMO (eV): 0.8266
Energy relative to the best compared isomer or geometry (same formula, charge and spin) (kcal/mol): 16.7


# 15
Formula: CH3BrO3S
Source: the Open Molecules 2025 dataset
Level of theory: ωB97M-V with the def2-TZVPD basis set

The geometry in XYZ format:
```
9
Properties=species:S:1:pos:R:3:lowdin_charge:R:1
C 1.180 0.543 -0.229 -0.119
O -1.696 -1.851 -0.619 -0.252
O -0.787 -1.129 1.556 -0.277
O 0.182 -0.329 -0.693 -0.362
S -0.993 -0.886 0.155 0.500
Br -2.212 1.429 0.049 0.196
H 0.732 1.631 -0.145 0.105
H 2.134 0.336 -0.853 0.135
H 1.459 0.256 0.779 0.075
```

Output
SMILES: COS(=O)(=O)Br
LUMO (eV): -1.8383
Energy relative to the best compared isomer or geometry (same formula, charge and spin) (kcal/mol): 21.1


# 16
Formula: CH3BrOS
Source: the Open Molecules 2025 dataset
Level of theory: ωB97M-V with the def2-TZVPD basis set

The geometry in XYZ format:
```
7
Properties=species:S:1:pos:R:3:lowdin_charge:R:1
C -1.447 -0.327 -0.161 0.236
O 0.876 1.104 0.444 -0.728
S 2.337 1.254 0.252 0.372
Br 3.100 -0.783 -0.240 0.136
H -2.098 0.497 0.104 0.021
H -1.060 -0.871 0.611 -0.030
H -1.708 -0.875 -1.010 -0.008
```

Output
LUMO (alpha / beta) (eV): -2.7764 / -3.2915
Energy relative to the best compared isomer or geometry (same formula, charge and spin) (kcal/mol): 106.1


# 17
Formula: CH3BrP2
Source: the Open Molecules 2025 dataset
Level of theory: ωB97M-V with the def2-TZVPD basis set

The geometry in XYZ format:
```
7
Properties=species:S:1:pos:R:3:lowdin_charge:R:1
C 1.135 0.265 -0.184 -0.848
P -2.947 1.319 -0.175 0.271
P -0.681 0.321 -0.068 0.435
Br 2.219 1.917 0.145 0.394
H 1.360 -0.181 -1.211 -0.029
H -0.938 0.168 1.224 -0.117
H -0.750 -0.880 -0.552 -0.105
```

Output
LUMO (alpha / beta) (eV): -2.0983 / -2.1507
Energy relative to the best compared isomer or geometry (same formula, charge and spin) (kcal/mol): 108.4


# 18
Formula: CH3Cl2FSi
Source: the Open Molecules 2025 dataset
Level of theory: ωB97M-V with the def2-TZVPD basis set

The geometry in XYZ format:
```
8
Properties=species:S:1:pos:R:3:lowdin_charge:R:1
C 1.131 -0.037 -0.147 -0.185
F -1.204 0.031 1.599 -0.165
Si -0.782 -0.103 0.111 -0.050
Cl -1.666 -1.828 -0.455 0.369
Cl -1.991 1.906 -0.807 -0.073
H 1.399 0.286 0.874 0.030
H 1.540 -1.020 -0.409 0.032
H 1.573 0.764 -0.766 0.042
```

Output
SMILES: C[Si](F)(Cl)Cl
LUMO (eV): -0.0817
Energy relative to the best compared isomer or geometry (same formula, charge and spin) (kcal/mol): 32.4


# 19
Formula: CH3Cl2N
Source: the Open Molecules 2025 dataset
Level of theory: ωB97M-V with the def2-TZVPD basis set

The geometry in XYZ format:
```
7
Properties=species:S:1:pos:R:3:lowdin_charge:R:1
C 0.605 0.948 -0.693 -0.461
N -1.251 -0.650 0.675 -0.472
Cl 1.903 0.289 0.248 0.506
Cl -0.411 -1.271 1.953 0.492
H -0.192 1.588 -0.506 -0.008
H 0.435 0.323 -1.515 -0.031
H -1.089 -1.226 -0.162 -0.026
```

Output
LUMO (alpha / beta) (eV): -0.8962 / -0.1624
Energy relative to the best compared isomer or geometry (same formula, charge and spin) (kcal/mol): 72.0


# 20
Formula: CH3Cl2N3
Source: the Open Molecules 2025 dataset
Level of theory: ωB97M-V with the def2-TZVPD basis set

The geometry in XYZ format:
```
9
Properties=species:S:1:pos:R:3:lowdin_charge:R:1
C 0.246 0.481 -0.284 -0.468
N -0.424 1.522 -0.506 0.067
N 1.492 0.082 -0.298 0.077
N -0.903 -1.209 0.195 -0.951
Cl -0.419 -1.478 1.862 0.413
Cl -2.417 -0.503 0.061 0.551
H -1.523 1.243 -0.340 0.008
H 2.284 0.827 -0.432 0.176
H 1.663 -0.964 -0.258 0.127
```

Output
LUMO (eV): 0.0692
Energy relative to the best compared isomer or geometry (same formula, charge and spin) (kcal/mol): 43.6


Calculated max |F| (eV Å⁻¹), listed in the same order as above: 4.903, 3.456, 4.546, 2.314, 2.078, 4.792, 3.257, 3.020, 2.752, 3.941, 5.744, 5.141, 2.850, 6.065, 2.603, 2.583, 3.160, 3.352, 2.414, 3.455
Calculated electronic energy (Eh), listed in the same order as above: -1280.8186, -5212.7245, -5363.3314, -5363.2038, -5242.4946, -5529.2152, -5927.4346, -5927.4968, -8126.7006, -3677.3966, -3415.4305, -3813.6301, -3217.2552, -2689.1092, -3237.7569, -3087.1440, -3296.4000, -1349.7844, -1014.8673, -1124.4098